DFT (ωB97M-V/def2-TZVPD) results for C25H20BrN6O7PtS2 as an isolated structure at a distorted geometry.

## Properties
HOMO-LUMO gap (alpha / beta)	5.494 / 5.495	eV
HOMO level (alpha / beta)	-5.53 / -5.53	eV
charge	-1

Cartesian coordinates (Å):
Pt -1.021441 0.693669 -0.434108
O 0.203613 1.718879 -2.313570
S -1.221939 1.826612 -2.707038
O -1.416544 2.152315 -4.089932
O -1.991813 2.572213 -1.729912
C -1.713889 0.026064 -2.420240
C -0.976960 -0.749136 -3.363584
C -1.591310 -1.744953 -4.079096
C -2.956188 -2.020480 -3.896188
C -3.678370 -1.299321 -2.951187
C -3.065241 -0.328911 -2.193122
S -4.063690 0.316320 -0.825965
O -4.913615 1.338830 -1.371673
O -4.773600 -0.855030 -0.341797
O -3.141343 0.795269 0.244327
H 0.051663 -0.470309 -3.543437
H -1.020639 -2.315858 -4.796190
H -3.437861 -2.812486 -4.446220
H -4.715988 -1.514670 -2.743835
Br -3.519638 -4.239062 -1.094060
C -2.825420 -2.964924 0.091374
C -3.366092 -2.850711 1.365522
C -2.758933 -1.911891 2.207494
C -1.731435 -1.141499 1.741112
N -1.203966 -1.259737 0.487093
C -1.759481 -2.213074 -0.320468
H -4.230943 -3.418530 1.660253
H -3.108534 -1.792904 3.221159
H -1.274662 -0.383080 2.359874
H -1.281938 -2.380338 -1.276805
N -0.023796 2.240138 0.584350
C 0.239883 3.231123 0.018995
C 0.643483 4.412675 -0.523445
C -0.259426 5.416248 -0.890150
N -0.939584 6.294706 -1.182860
C 1.999144 4.668187 -0.735277
N 3.109126 4.931907 -0.885586
O 0.653518 -3.709968 0.496730
C 1.152620 -2.661532 0.486967
N 1.681966 -1.621252 0.701317
C 3.716965 0.208711 3.964546
N 2.367820 -0.205442 3.666569
C 2.199715 -1.638066 3.653633
C 1.734864 0.532459 2.585822
C 2.443678 0.568267 1.245732
C 3.180745 1.684502 0.874259
C 3.813843 1.760533 -0.354352
C 3.717934 0.708592 -1.248996
C 2.986478 -0.412509 -0.911968
C 2.348502 -0.483669 0.327005
H 4.047088 -0.277458 4.883800
H 3.729546 1.285525 4.127743
H 4.427324 -0.038211 3.162249
H 2.447295 -2.020711 4.646060
H 2.842902 -2.146069 2.922132
H 1.159818 -1.878085 3.438121
H 1.618949 1.565526 2.927408
H 0.736083 0.116836 2.442758
H 3.246581 2.523316 1.551890
H 4.374849 2.645777 -0.615217
H 4.208766 0.772005 -2.209351
H 2.899518 -1.247327 -1.590665

Cartesian forces (eV/Å) of the 6 atoms listed first:
2.95 0.28 -1.24
-0.55 -0.21 -0.33
1.17 1.15 -0.33
-0.31 -0.41 0.07
-0.37 0.20 -0.46
-0.45 0.14 0.09

---

DFT (ωB97M-V/def2-TZVPD) results for a 2-piece molecular cluster, C25H20F3NO5PS overall at a distorted geometry.

## Properties
HOMO-LUMO gap	7.710	eV
HOMO level	-5.01	eV
charge	-1

Cartesian coordinates (Å):
C 4.186051 0.443778 -1.558571
C 3.035529 -0.428028 -1.140012
O 1.893286 0.453852 -0.910308
C 0.806552 -0.196334 -0.524617
C -0.518824 0.624846 -0.432105
P -1.733553 0.118130 -1.732164
C -1.770723 -1.692774 -1.594083
C -1.621051 -2.459873 -0.429243
C -1.825118 -3.844758 -0.501068
C -2.110561 -4.451621 -1.722526
C -2.221533 -3.679956 -2.893392
C -2.027344 -2.298124 -2.817999
C -3.381574 0.445257 -1.096800
C -3.729032 0.261012 0.232230
C -5.083368 0.374651 0.556108
C -6.019133 0.704140 -0.428891
C -5.619171 0.940246 -1.751371
C -4.270049 0.837825 -2.086494
O -1.361435 0.637218 -3.096090
O 0.854149 -1.374173 -0.198112
H 4.846295 0.048459 -2.354287
H 3.841097 1.424827 -1.878126
H 4.870593 0.602779 -0.689724
H 2.760568 -1.177849 -1.918287
H 3.267837 -0.966481 -0.201020
H -1.004826 0.250772 0.486177
H -1.307308 -2.013883 0.503818
H -1.759629 -4.426296 0.428027
H -2.284182 -5.531815 -1.779467
H -2.476136 -4.126486 -3.851936
H -2.039946 -1.663339 -3.703731
H -2.992966 0.070767 1.004984
H -5.382416 0.190640 1.589314
H -7.078052 0.782544 -0.172690
H -6.329604 1.198162 -2.534375
H -3.889849 1.062178 -3.077009
F -2.556001 3.454984 0.535974
C -1.290801 2.987897 0.834217
F -0.531183 4.024762 1.234100
F -1.419436 2.146217 1.875119
S -0.841181 2.233137 -1.020019
N 1.407262 2.036992 1.837023
C 1.525796 0.803569 2.472784
O 0.677886 -0.030978 2.780472
C 2.989785 0.626869 2.734726
C 3.674428 1.583850 2.021445
C 5.042098 1.768887 2.180294
C 5.716590 0.829096 2.970968
C 5.014948 -0.224327 3.622392
C 3.620220 -0.294383 3.563106
C 2.617683 2.336597 1.266305
O 2.896803 3.067536 0.297273
H 5.556583 2.619812 1.703994
H 6.803339 0.894375 3.092608
H 5.562772 -0.983445 4.178515
H 3.007809 -1.021731 4.092560

Cartesian forces (eV/Å) of the 6 atoms listed first:
1.57 0.52 0.47
-0.17 -0.56 -0.06
-0.14 -0.24 -0.63
0.16 -0.42 1.04
-0.04 -2.76 -1.06
1.20 -1.83 0.33

---

> charge of number 2 (C25H20F3NO5PS)?

-1